Entry from the Open Molecules 2025 dataset: a structure of composition C39H52BrN5O11P2STi at a distorted geometry (the ωB97M-V functional and the def2-TZVPD basis).

Geometry (Å):
Ti 0.791 0.663 -0.661
O 5.551 -3.440 -4.251
C 4.756 -2.797 -3.380
C 4.642 -3.136 -2.033
C 3.797 -2.388 -1.238
N 3.075 -1.357 -1.696
C 3.205 -1.085 -2.972
Br 2.097 0.345 -3.605
C 4.009 -1.737 -3.880
H 6.054 -4.140 -3.813
H 5.200 -3.964 -1.614
H 3.682 -2.620 -0.184
H 4.073 -1.454 -4.920
C -2.365 3.751 0.965
C -3.252 3.358 -0.197
C -4.724 3.342 0.139
O -2.901 2.038 -0.766
P -2.243 0.830 -0.044
O -0.789 1.140 0.353
C -2.463 -0.492 -1.268
P -1.067 -1.441 -1.927
O 0.318 -0.981 -1.421
O -1.350 -2.903 -1.547
C -0.308 -3.882 -1.089
C -1.067 -4.970 -0.383
C 0.506 -4.351 -2.268
O -1.016 -1.286 -3.458
C -1.898 -1.747 -4.554
C -1.244 -2.936 -5.210
C -3.316 -2.022 -4.095
O -3.145 0.628 1.186
C -3.286 -0.371 2.277
C -4.162 0.296 3.304
C -3.868 -1.652 1.734
H -2.600 4.780 1.236
H -1.304 3.699 0.716
H -2.545 3.123 1.841
H -3.066 4.030 -1.033
H -4.927 2.628 0.938
H -5.320 3.076 -0.733
H -5.031 4.333 0.475
H -2.935 0.010 -2.110
H -3.149 -1.218 -0.830
H 0.324 -3.340 -0.385
H -1.795 -5.430 -1.053
H -1.587 -4.579 0.492
H -0.367 -5.739 -0.053
H -0.096 -4.944 -2.958
H 1.317 -4.977 -1.897
H 0.951 -3.517 -2.816
H -1.891 -0.897 -5.233
H -1.364 -3.835 -4.604
H -0.182 -2.755 -5.372
H -1.713 -3.113 -6.178
H -3.339 -2.734 -3.267
H -3.862 -2.471 -4.924
H -3.849 -1.114 -3.813
H -2.292 -0.538 2.683
H -5.143 0.527 2.883
H -3.709 1.217 3.671
H -4.301 -0.378 4.149
H -4.840 -1.467 1.270
H -4.019 -2.341 2.566
H -3.203 -2.143 1.024
C -1.112 0.094 7.308
C -0.679 -0.274 5.914
C -0.552 -1.610 5.537
C -0.166 -1.964 4.254
C 0.087 -0.952 3.336
C -0.028 0.392 3.680
C -0.408 0.718 4.970
S 0.441 -1.423 1.691
O 1.215 -2.632 1.665
O -0.838 -1.474 1.014
N 1.311 -0.173 1.044
C 2.610 0.080 1.600
C 3.126 -0.390 2.775
C 4.421 0.002 3.193
C 5.182 0.841 2.440
C 4.675 1.316 1.205
C 5.405 2.148 0.333
C 4.846 2.542 -0.850
C 3.554 2.119 -1.166
N 2.843 1.330 -0.384
C 3.392 0.930 0.803
H -0.865 -0.689 8.022
H -2.194 0.242 7.343
H -0.645 1.022 7.635
H -0.746 -2.388 6.266
H -0.053 -3.003 3.971
H 0.178 1.166 2.953
H -0.488 1.760 5.256
H 2.569 -1.071 3.399
H 4.801 -0.382 4.130
H 6.170 1.144 2.762
H 6.403 2.465 0.609
H 5.375 3.178 -1.545
H 3.091 2.437 -2.089
C 1.108 6.312 -0.991
N 0.665 4.975 -1.422
C -0.161 4.839 -2.493
C -0.652 3.650 -2.909
C -0.222 2.522 -2.169
O -0.593 1.318 -2.320
N 0.689 2.646 -1.184
C 1.106 3.869 -0.681
O 1.790 3.998 0.304
H 0.346 7.036 -1.267
H 2.053 6.571 -1.463
H 1.242 6.305 0.084
H -0.418 5.765 -2.992
H -1.330 3.559 -3.743

Computed properties:
**Gap between HOMO and LUMO**: 0.2672 Eh
**LUMO energy**: -0.2137 hartree
**2S+1**: 1
**Net charge**: +2
**Energy above the lowest of the compared OMol25 structures with the same formula, charge and spin**: 16.1 kcal per mole


Entry from the Open Molecules 2025 dataset: a structure of composition C39H52N2O2SScSi3 (the ωB97M-V functional and the def2-TZVPD basis).

Geometry (Å):
Sc 0.144 0.540 -0.717
C 1.447 0.161 7.189
C 0.173 -0.138 6.386
C -1.028 -0.165 7.343
C 0.307 -1.527 5.762
C -0.009 0.960 5.331
C -0.297 2.258 5.750
C -0.438 3.276 4.814
C -0.308 3.000 3.469
S -0.441 4.157 2.154
C -0.159 2.746 0.965
N 0.190 1.567 1.643
C 0.003 1.704 2.999
C 0.145 0.698 3.969
C -1.657 3.111 -1.149
C -2.319 4.243 -1.591
C -2.386 4.465 -2.961
C -1.816 3.535 -3.825
C -1.170 2.403 -3.330
C -1.038 2.161 -1.964
H 1.613 -0.610 7.950
H 1.378 1.130 7.690
H 2.319 0.187 6.530
H -0.892 -0.955 8.088
H -1.954 -0.362 6.796
H -1.149 0.781 7.875
H 0.333 -2.280 6.555
H 1.225 -1.625 5.179
H -0.533 -1.757 5.101
H -0.412 2.489 6.803
H -0.662 4.286 5.143
H 0.361 -0.300 3.629
H -2.779 4.926 -0.886
H -2.887 5.344 -3.351
H -1.875 3.690 -4.897
H -0.751 1.712 -4.051
C 4.133 1.421 -1.417
Si 2.876 1.348 -2.806
C 2.021 2.997 -2.937
C 3.879 1.282 -4.398
C 1.730 -0.064 -2.431
C 0.559 -0.333 -3.307
C 0.544 -0.299 -4.710
C -0.601 -0.666 -5.386
C -1.743 -1.017 -4.668
C -1.682 -0.974 -3.291
N -0.563 -0.657 -2.637
Si 2.631 -1.697 -2.246
C 1.494 -3.109 -2.634
C 3.996 -1.923 -3.513
C 3.464 -1.898 -0.581
H 4.684 2.368 -1.435
H 4.864 0.609 -1.504
H 3.659 1.320 -0.436
H 2.798 3.771 -2.994
H 1.360 3.220 -2.098
H 1.412 3.064 -3.846
H 4.277 2.288 -4.575
H 3.282 1.008 -5.275
H 4.717 0.589 -4.341
H 1.441 -0.011 -5.241
H -0.616 -0.665 -6.470
H -2.662 -1.300 -5.163
H -2.549 -1.203 -2.683
H 1.318 -3.152 -3.718
H 0.530 -3.030 -2.137
H 1.956 -4.052 -2.322
H 3.695 -1.599 -4.515
H 4.230 -2.993 -3.562
H 4.913 -1.391 -3.243
H 2.982 -1.295 0.190
H 4.517 -1.600 -0.633
H 3.423 -2.947 -0.264
C 2.114 3.350 0.552
O 0.841 3.034 -0.016
C -1.544 2.628 0.247
O -2.398 1.957 0.775
H 2.811 3.403 -0.279
H 2.423 2.579 1.258
H 2.061 4.311 1.059
C -1.580 -1.430 2.049
Si -0.030 -1.688 0.993
C 1.372 -2.033 2.198
C -0.428 -3.417 0.296
C 0.354 -4.557 0.500
C 0.011 -5.793 -0.049
C -1.138 -5.923 -0.817
C -1.948 -4.808 -1.019
C -1.592 -3.585 -0.469
H -1.590 -2.141 2.886
H -2.470 -1.619 1.441
H -1.662 -0.413 2.440
H 0.979 -2.592 3.055
H 1.839 -1.114 2.561
H 2.164 -2.626 1.737
H 1.260 -4.487 1.095
H 0.647 -6.655 0.123
H -1.404 -6.880 -1.248
H -2.852 -4.895 -1.613
H -2.231 -2.725 -0.653

Computed properties:
**Gap between HOMO and LUMO**: 0.2452 Eh
**LUMO energy**: 0.0915 hartree
**2S+1**: 1
**Net charge**: -1
**Energy above the lowest of the compared OMol25 structures with the same formula, charge and spin**: 46.1 kcal per mole


Entry from the Open Molecules 2025 dataset: a structure of composition C39H52N4O3RhSSb (the ωB97M-V functional and the def2-TZVPD basis).

Geometry (Å):
Rh -0.968 -0.159 -0.228
N -0.460 1.013 3.045
C 0.992 0.710 3.313
C 1.281 -0.781 3.198
C 1.513 -1.336 1.792
N 0.240 -1.620 1.065
C 2.422 -0.430 0.964
C 2.047 1.050 0.985
N 0.837 1.308 0.157
C 1.884 1.561 2.415
H -1.068 0.431 3.622
H -0.730 0.877 2.057
H -0.678 1.998 3.262
H 1.138 1.012 4.350
H 0.518 -1.366 3.723
H 2.202 -0.951 3.758
H 2.029 -2.288 1.927
H -0.401 -2.119 1.678
H 0.442 -2.273 0.311
H 2.466 -0.795 -0.066
H 3.439 -0.522 1.351
H 2.879 1.611 0.553
H 1.088 1.233 -0.827
H 0.561 2.284 0.265
H 1.552 2.605 2.426
H 2.878 1.561 2.867
C -8.528 -5.379 1.663
C -7.247 -4.707 1.292
C -7.016 -3.368 1.473
C -5.773 -2.745 1.130
C -5.665 -1.285 1.335
C -4.707 -3.520 0.580
C -3.385 -2.939 0.256
O -2.947 -1.882 0.673
C -4.925 -4.870 0.340
C -3.920 -5.801 -0.256
C -6.193 -5.444 0.719
H -9.293 -4.660 1.945
H -8.363 -6.053 2.507
H -8.899 -5.983 0.835
H -7.795 -2.738 1.884
H -6.631 -0.844 1.567
H -5.220 -0.787 0.472
H -4.973 -1.087 2.160
H -2.754 -3.553 -0.400
H -3.176 -6.083 0.496
H -3.388 -5.367 -1.100
H -4.398 -6.718 -0.593
H -6.330 -6.507 0.548
O 0.011 0.160 -2.320
C -0.091 -1.078 -2.533
O -0.571 -1.852 -1.668
C 0.249 -1.637 -3.902
N 1.075 -0.648 -4.684
C 0.746 -0.814 -6.170
C -0.378 -1.853 -6.207
C -0.975 -1.836 -4.799
H 0.822 -2.558 -3.807
H 2.074 -0.758 -4.507
H 0.823 0.283 -4.339
H 1.648 -1.134 -6.683
H 0.453 0.161 -6.550
H 0.026 -2.838 -6.440
H -1.113 -1.609 -6.969
H -1.500 -2.754 -4.549
H -1.667 -0.999 -4.673
S -2.782 1.309 0.334
Sb -2.521 3.636 0.262
C -1.289 4.282 -1.290
C -1.028 5.650 -1.385
C -0.211 6.121 -2.400
C 0.340 5.228 -3.313
C 0.076 3.868 -3.211
C -0.745 3.383 -2.203
C -1.530 4.108 2.068
C -2.105 3.741 3.291
C -1.462 4.050 4.484
C -0.242 4.728 4.461
C 0.323 5.101 3.250
C -0.320 4.793 2.053
C -4.364 4.599 0.154
C -5.156 4.741 1.292
C -6.365 5.409 1.191
C -6.774 5.926 -0.034
C -5.979 5.779 -1.163
C -4.766 5.113 -1.076
H -1.462 6.356 -0.684
H -0.007 7.179 -2.482
H 0.977 5.597 -4.106
H 0.512 3.189 -3.931
H -0.960 2.319 -2.139
H -3.052 3.213 3.319
H -1.918 3.789 5.431
H 0.250 4.985 5.390
H 1.249 5.662 3.233
H 0.123 5.115 1.115
H -4.837 4.360 2.253
H -6.985 5.539 2.067
H -7.715 6.454 -0.105
H -6.299 6.190 -2.111
H -4.144 5.012 -1.958

Computed properties:
**Gap between HOMO and LUMO (alpha / beta)**: 0.2802 / 0.1672 Eh
**LUMO energy (alpha / beta)**: -0.3622 / -0.4753 hartree
**2S+1**: 5
**Net charge**: +4


Entry from the Open Molecules 2025 dataset: a structure of composition C39H53AlF4KNO14SSi at a distorted geometry (the ωB97M-V functional and the def2-TZVPD basis).

Geometry (Å):
C 6.868 -2.478 1.442
Si 7.070 -1.432 -0.162
C 8.504 -2.249 -1.217
C 7.806 0.295 0.415
O 5.608 -1.239 -1.118
C 4.779 -2.454 -1.130
C 4.168 -2.866 -2.594
C 2.844 -2.018 -3.059
C 2.925 -1.254 -4.541
C 1.633 -0.397 -5.162
C 0.204 -0.296 -4.307
C 0.136 -1.024 -2.837
C 1.432 -1.877 -2.238
C 1.231 -2.608 -0.772
O 1.730 -3.795 -0.417
C 0.332 -1.739 0.338
C 0.666 -1.656 1.942
C -0.303 -0.725 2.938
C -1.590 0.164 2.360
C -1.919 0.071 0.728
C -3.182 0.982 0.200
O -4.357 0.626 1.011
C -5.200 -0.391 0.341
C -6.504 0.019 -0.616
C -7.376 -1.185 -1.368
C -6.919 -2.752 -1.088
C -5.650 -3.183 -0.097
C -4.759 -1.980 0.618
C -0.958 -0.874 -0.241
C -1.229 -0.961 -1.873
O -2.429 -0.987 -2.458
H 5.854 -2.277 2.034
H 6.802 -3.624 1.118
H 7.802 -2.378 2.168
H 8.269 -3.376 -1.427
H 8.551 -1.652 -2.224
H 9.529 -2.181 -0.636
H 8.882 0.445 -0.078
H 8.019 0.283 1.590
H 7.113 1.195 0.119
H 5.431 -3.387 -0.770
H 3.962 -2.311 -0.282
H 3.865 -3.997 -2.546
H 5.019 -2.768 -3.419
H 3.930 -1.351 -5.174
H 1.708 0.106 -6.218
H -0.756 0.272 -4.705
H 1.587 -2.249 2.353
H -0.043 -0.718 4.080
H -2.250 0.822 3.103
H -2.906 2.112 0.471
H -3.359 0.947 -0.959
H -6.843 1.134 -0.797
H -8.282 -0.881 -2.077
H -7.568 -3.576 -1.651
H -5.358 -4.322 0.112
H -3.835 -2.261 1.301
C -12.006 0.553 -1.090
O -12.687 0.601 -2.343
C -12.074 -0.088 -3.338
O -11.032 -0.716 -3.240
O -12.823 0.041 -4.462
C -12.296 -0.638 -5.600
H -12.584 1.137 -0.369
H -11.940 -0.477 -0.726
H -11.010 0.999 -1.175
H -12.242 -1.715 -5.416
H -11.311 -0.239 -5.866
H -12.974 -0.466 -6.441
F 6.626 1.928 1.295
O 5.026 3.194 3.966
H 4.580 3.916 3.497
H 5.772 2.968 3.390
K 9.026 1.785 -0.944
Al -5.674 1.088 2.222
C -9.723 4.370 -1.108
C -9.297 2.966 -0.712
N -8.944 1.801 -0.383
H -10.729 4.574 -0.733
H -9.030 5.103 -0.685
H -9.722 4.466 -2.197
C 6.919 0.853 -6.702
F 5.550 0.925 -6.728
F 7.289 0.345 -7.922
F 7.360 2.152 -6.691
S 7.570 -0.151 -5.266
O 7.003 -1.495 -5.438
O 7.083 0.530 -4.058
O 9.033 -0.120 -5.396
O -12.224 5.891 0.066
H -12.677 5.421 0.782
H -12.821 6.625 -0.146
C -2.440 4.549 5.566
C -3.338 3.867 4.569
O -3.468 2.644 4.558
C -4.073 4.740 3.586
H -1.976 3.795 6.211
H -1.651 5.095 5.042
H -3.025 5.230 6.189
H -3.357 5.294 2.975
H -4.731 5.429 4.121
H -4.683 4.112 2.929
C 10.373 -2.804 6.264
C 9.683 -1.493 6.539
C 9.749 -0.811 5.190
O 9.724 -1.847 4.198
C 9.923 -3.108 4.851
H 10.113 -3.594 6.973
H 11.460 -2.664 6.288
H 8.638 -1.674 6.815
H 10.150 -0.909 7.336
H 10.686 -0.257 5.070
H 8.914 -0.123 5.026
H 8.967 -3.642 4.846
H 10.656 -3.699 4.296

Computed properties:
**Gap between HOMO and LUMO**: 0.0730 Eh
**LUMO energy**: -0.3910 hartree
**2S+1**: 1
**Net charge**: +2
**Energy above the lowest of the compared OMol25 structures with the same formula, charge and spin**: 713.8 kcal per mole